[1]
Molecular formula: C6H14GaO3
Method: DFT, the ωB97M-V functional and the def2-TZVPD basis

Results
total charge	+3
maximum force	5.9	eV Å⁻¹
multiplicity	1
HOMO level (spin up / spin down)	-0.8432 / -0.8508	Ha

Cartesian coordinates (Å):
1 H -2.37 1.99 -0.26
2 C -2.42 3.25 -2.87
3 O -3.53 2.76 -2.10
4 C -4.19 1.76 -2.82
5 C -3.56 0.42 -2.50
6 O -2.13 0.50 -2.65
7 C -1.67 1.48 0.42
8 C -0.30 1.97 0.28
9 O 0.08 2.33 -0.90
10 C 1.41 2.88 -1.09
11 H -2.80 3.85 -3.72
12 H -1.98 4.03 -2.23
13 H -4.17 1.91 -3.92
14 H -5.24 1.73 -2.47
15 H -3.96 -0.38 -3.14
16 H -3.76 0.19 -1.45
17 H -1.61 0.48 0.90
18 H -1.78 0.11 -1.68
19 H 0.49 1.61 0.96
20 H -1.64 2.23 1.36
21 H 1.30 3.70 -1.80
22 H 1.80 3.27 -0.14
23 H 2.03 2.08 -1.50
24 Ga -1.03 1.77 -3.36



[2]
Molecular formula: C5H7CoO3
Method: DFT, the ωB97M-V functional and the def2-TZVPD basis

Results
total charge	+3
maximum force	6.3	eV Å⁻¹
multiplicity	6
⟨S²⟩	8.7614
HOMO level (spin up / spin down)	-0.8457 / -0.9300	Ha

Cartesian coordinates (Å):
1 O -0.17 -0.30 0.86
2 C 1.10 -0.18 0.33
3 O 1.38 -0.69 -0.77
4 Co 3.06 0.10 -0.47
5 O 1.90 0.50 0.99
6 C -1.10 -0.96 0.21
7 H -0.81 -1.47 -0.71
8 H -2.92 -1.94 0.74
9 C -2.46 -0.94 0.73
10 H -2.58 -0.36 1.65
11 C -2.77 -0.16 -0.53
12 C -2.53 1.28 -0.64
13 H -3.52 -0.64 -1.16
14 H -2.28 1.70 0.34
15 H -1.95 0.80 -1.64
16 H -3.35 1.85 -1.08